{
  "formula": "C2F3N",
  "method": "ωB97M-V/def2-TZVPD",
  "homo_lumo_gap_ev": [8.73, 8.73],
  "charge": 0,
  "de_lowest_kcal_mol": 131.7,
  "e_tot_ha": -430.33986,
  "homo_ev": [-10.075, -10.073],
  "max_force_ev_per_a": 3.1,
  "symbols": ["C", "C", "N", "F", "F", "F"],
  "coordinates": [[1.13609, 0.30730, -0.35611], [-0.13976, 0.39911, 0.20766], [-0.57242, -0.84196, 0.18430], [1.97669, -0.56620, 0.07888], [-0.86211, 1.49391, 0.03664], [-1.91679, -0.92120, -0.12093]],
  "forces_ev_per_angstrom": [[2.26, 1.16, -1.46], [-2.20, -2.17, -0.02], [-0.27, 1.64, 0.57], [-0.39, -0.16, 0.50], [0.36, -0.64, 0.41], [0.25, 0.18, 0.01]]
}